A | Computed, not measured: a cluster of 25 separate species, C41H66BBrCl48F5N3O3 in total, with ωB97M-V/def2-TZVPD.

Its LUMO energy is -0.46 eV. The value obtained for the gap between HOMO and LUMO is 9.02 eV. Its total charge is 0. The HOMO energy is -9.48 eV.

XYZ file:
```
168
Properties=species:S:1:pos:R:3:mulliken_charge:R:1
C -4.7291 1.8538 -0.6316 -0.9892
C -3.8667 1.9099 -1.9131 -0.1807
C -3.2361 0.5433 -2.2501 -0.1983
Br -1.7960 0.6758 -3.5600 -0.1406
C -2.7438 -0.0722 -0.9641 0.2424
C -3.4050 -1.1146 -0.4419 -0.3652
C -3.0619 -1.7072 0.7148 -0.7254
C -3.8846 -2.8586 1.2336 1.2127
F -3.1520 -3.8943 1.5973 -0.2648
F -4.6494 -2.4316 2.2548 -0.3737
C -4.8877 -3.4099 0.1833 0.1795
F -4.2379 -3.7351 -0.8972 -0.1537
F -5.3801 -4.5466 0.6624 -0.3309
F -5.8843 -2.6102 -0.0556 -0.2049
C -1.9949 -1.2403 1.4174 0.6613
B -1.4806 -1.8001 2.8076 1.0757
O -2.2324 -1.4980 3.9242 -0.6952
N -0.2678 -2.5359 2.9513 0.2701
C -0.2507 -3.7656 2.1304 -0.2877
C -0.1395 -3.0041 4.3493 -1.2875
C -1.3459 -0.2191 0.8690 0.2626
C -1.6749 0.4065 -0.3067 1.0414
C -0.7239 1.5657 -0.5878 -0.6437
O -0.8315 2.5118 -1.2519 -0.5193
N 0.4139 1.2209 0.2249 0.1150
C 1.2398 0.3974 -0.7037 -0.1128
C 2.7237 0.4329 -0.4064 -0.5787
N 3.3346 1.3246 0.2104 -0.5935
C -0.1235 0.5352 1.3541 -0.4714
O 0.3412 0.6533 2.4251 -0.5678
H -5.4704 1.0560 -0.6651 0.2525
H -5.2891 2.7900 -0.6074 0.1489
H -4.1166 1.8352 0.2647 0.2153
H -3.1010 2.6553 -1.7243 -0.0158
H -4.5101 2.2567 -2.7162 0.6310
H -4.0299 -0.0921 -2.6265 -0.2127
H -4.2551 -1.4459 -1.0110 0.4449
H -2.5195 -0.5841 3.7967 0.3753
H 0.6826 -4.3076 2.2858 0.4964
H -0.3628 -3.5641 1.0639 -0.7452
H -1.0340 -4.4542 2.4567 0.3624
H 0.7493 -3.6259 4.4264 0.4277
H 0.0087 -2.1744 5.0280 0.2435
H -0.9796 -3.6259 4.6621 0.2866
H 0.8690 -0.6306 -0.6731 -0.0669
H 1.0881 0.7638 -1.7193 0.7903
H 3.3089 -0.3889 -0.8188 0.5489
H 2.6508 2.0320 0.5083 0.2163
C -6.1520 -2.7844 -3.8554 0.0593
Cl -6.1783 -1.0770 -3.3819 -0.0849
Cl -4.4987 -3.4132 -3.9243 -0.1244
H -6.7167 -3.3543 -3.1342 -0.3439
H -6.6004 -2.8804 -4.8368 0.4730
C -7.7919 -4.4557 6.5425 -0.1304
Cl -7.2262 -3.9283 8.1291 -0.1544
Cl -7.6348 -6.2094 6.3622 -0.1660
H -8.8370 -4.1882 6.4398 0.2071
H -7.2041 -3.9667 5.7705 0.2238
C -2.5261 5.3124 -3.8170 -0.3604
Cl -2.8042 3.7197 -4.5244 -0.0972
Cl -3.7917 5.7247 -2.6518 -0.1322
H -1.5704 5.3063 -3.3053 0.2540
H -2.5209 6.0531 -4.6080 0.3527
C 3.0918 -0.4688 5.3877 0.4008
Cl 2.8831 -2.0362 4.6053 -0.1568
Cl 1.9115 -0.2324 6.6870 -0.1965
H 4.0897 -0.4099 5.8064 0.3621
H 2.9549 0.3064 4.6468 -0.4603
C -9.6249 -3.9630 1.9222 0.0821
Cl -11.1556 -3.7070 1.0790 -0.1457
Cl -9.8733 -4.6052 3.5507 -0.1041
H -9.0297 -4.6703 1.3573 -0.1100
H -9.1039 -3.0145 1.9967 0.2867
C -8.3182 4.7108 -0.6339 0.1947
Cl -6.7927 5.2675 -1.3343 -0.1080
Cl -9.1442 3.5719 -1.7052 -0.1691
H -8.1098 4.2156 0.3076 0.2916
H -8.9617 5.5679 -0.4682 -0.2339
C 5.9764 1.6575 -2.2200 -0.1327
Cl 7.4238 2.3367 -2.9746 -0.1540
Cl 5.1606 0.5337 -3.3189 -0.1012
H 6.2615 1.1228 -1.3242 0.0944
H 5.2941 2.4619 -1.9688 0.2801
C 2.2831 -2.0281 -4.1508 0.4195
Cl 1.4464 -1.9744 -2.5965 0.0353
Cl 1.1458 -2.2142 -5.4888 -0.1808
H 2.8326 -1.1035 -4.2845 -0.5140
H 2.9673 -2.8692 -4.1470 0.2808
C 6.9343 -2.9115 -4.8843 -0.3460
Cl 5.1807 -2.8578 -5.0882 -0.0243
Cl 7.3839 -3.1640 -3.1920 -0.1727
H 7.3301 -3.7241 -5.4784 0.2394
H 7.3527 -1.9690 -5.2189 0.2924
C -10.6670 7.8120 1.2335 -0.2602
Cl -9.1416 8.3684 0.5359 -0.1370
Cl -11.4921 6.6739 0.1608 -0.1431
H -10.4613 7.3171 2.1752 0.2538
H -11.3102 8.6684 1.3969 0.2925
C -9.2811 -5.1712 -3.6864 -0.0793
Cl -9.3179 -3.4699 -3.1917 -0.1419
Cl -7.6319 -5.8065 -3.6513 -0.1051
H -9.8917 -5.7695 -3.0211 0.0628
H -9.6752 -5.2421 -4.6938 0.3350
C 2.5774 3.1600 3.6085 0.3276
Cl 4.1230 2.3038 3.7711 -0.1499
Cl 2.7539 4.6131 2.6246 -0.0461
H 1.8592 2.4956 3.1375 -0.4591
H 2.2303 3.4461 4.5960 0.3770
C -10.5211 -7.0988 8.6725 0.2568
Cl -10.8030 -6.0554 10.0716 -0.1560
Cl -11.9711 -7.2499 7.6712 -0.1571
H -9.7287 -6.6697 8.0720 -0.2007
H -10.2341 -8.0831 9.0229 0.2715
C 7.4177 -2.5658 -9.1071 -0.3233
Cl 8.3023 -3.7325 -8.1134 -0.1498
Cl 5.6915 -2.5468 -8.7293 -0.1016
H 7.8246 -1.5774 -8.9289 0.2656
H 7.5428 -2.8368 -10.1486 0.3252
C -1.5906 -5.2304 -2.0686 0.5873
Cl -0.4517 -4.3789 -1.0151 -0.0694
Cl -1.4132 -6.9834 -1.9355 -0.1986
H -2.5977 -4.9589 -1.7828 -0.5281
H -1.4020 -4.9357 -3.0950 0.2910
C 3.9627 8.6164 2.5355 0.0043
Cl 5.3999 9.3333 1.7968 -0.1694
Cl 3.1505 7.5197 1.4161 -0.1223
H 4.2667 8.0597 3.4150 -0.0017
H 3.2761 9.4069 2.8140 0.2981
C 7.4134 7.0428 -0.1772 0.0118
Cl 8.8666 7.7054 -0.9408 -0.1676
Cl 6.5632 5.9371 -1.2555 -0.1131
H 7.7054 6.5026 0.7166 0.2497
H 6.7495 7.8562 0.0832 0.0258
C 12.1700 8.4905 0.3565 0.2716
Cl 12.4328 8.4057 2.1012 -0.1565
Cl 13.6677 8.1902 -0.5396 -0.1731
H 11.4392 7.7402 0.0766 -0.2521
H 11.8028 9.4781 0.1042 0.2972
C 12.2151 4.5504 -0.5395 0.0500
Cl 12.9626 3.3162 0.4834 -0.1664
Cl 10.4753 4.6797 -0.2400 -0.0818
H 12.6808 5.5064 -0.3288 -0.0800
H 12.3696 4.2827 -1.5781 0.3110
C -9.0024 -7.7204 -0.0110 0.1639
Cl -10.2959 -7.7501 1.1942 -0.1379
Cl -9.7327 -7.6659 -1.6244 -0.1672
H -8.3700 -6.8522 0.1372 -0.1741
H -8.4144 -8.6259 0.0775 0.3209
C 3.1768 1.2454 -6.2715 -0.3639
Cl 3.0106 -0.3187 -7.0729 -0.1110
Cl 1.9517 1.4715 -5.0104 -0.0108
H 4.1596 1.2971 -5.8172 0.1567
H 3.0641 2.0342 -7.0058 0.3681
C 10.3189 -5.1044 -1.6976 0.0423
Cl 10.6267 -5.1248 0.0428 -0.1571
Cl 11.8107 -5.3214 -2.6220 -0.1622
H 9.6357 -5.9090 -1.9419 0.2627
H 9.8790 -4.1503 -1.9636 0.0139
C 10.0132 0.9139 0.6796 -0.1208
Cl 8.3541 1.1477 0.1132 -0.0580
Cl 10.5510 -0.7544 0.4502 -0.1508
H 10.6669 1.5727 0.1214 -0.0215
H 10.0572 1.1534 1.7354 0.3204
C 5.0914 4.3099 6.6889 -0.3831
Cl 3.8871 3.1474 7.2575 -0.1052
Cl 4.3673 5.5341 5.6374 -0.0910
H 5.5318 4.8033 7.5471 0.3679
H 5.8536 3.7794 6.1299 0.2220
```

***

B | Computed, not measured: a cluster of 25 separate species, C41H66BBrCl48F5N3O3 in total, with ωB97M-V/def2-TZVPD.

Its LUMO energy is -0.78 eV. The value obtained for the gap between HOMO and LUMO is 8.70 eV. Its total charge is 0. The HOMO energy is -9.48 eV.

XYZ file:
```
168
Properties=species:S:1:pos:R:3:mulliken_charge:R:1
C 2.6254 -4.3236 0.8481 -1.0492
C 1.2296 -4.4644 0.2338 -0.0951
C 1.0067 -3.5036 -0.9330 -0.6988
Br -0.8654 -3.3515 -1.4496 -0.1538
C 1.5637 -2.1472 -0.5907 0.3589
C 2.7283 -1.7222 -1.2257 -0.6780
C 3.3278 -0.5027 -0.9586 -0.9845
C 4.6136 -0.0869 -1.6425 1.2321
F 4.5334 1.1606 -2.1084 -0.2321
F 5.6302 -0.1775 -0.7568 -0.3545
C 5.0699 -0.9507 -2.8548 0.2038
F 4.0910 -1.0454 -3.7550 -0.1552
F 6.0763 -0.3011 -3.4573 -0.3051
F 5.5140 -2.1489 -2.5148 -0.1930
C 2.7564 0.3567 -0.0216 0.6464
B 3.3037 1.7763 0.4284 0.9490
O 4.3919 1.7944 1.2759 -0.7136
N 2.6561 2.9929 0.0527 0.3277
C 2.5948 3.2048 -1.4146 -0.5186
C 3.3833 4.1556 0.5962 -1.3051
C 1.6016 -0.0901 0.5860 0.3388
C 0.9925 -1.3024 0.3504 0.8317
C -0.2138 -1.4295 1.2568 -0.5254
O -0.8088 -2.3926 1.6334 -0.6037
N -0.5096 -0.0624 1.6487 0.3875
C -1.4600 0.4291 0.6233 -0.1745
C -2.3815 1.5032 1.1268 -0.8120
N -2.6939 1.7184 2.3283 -0.5178
C 0.7682 0.5887 1.6429 -0.4326
O 1.0634 1.4435 2.4305 -0.6849
H 3.4127 -4.3863 0.1039 0.2636
H 2.7571 -5.1763 1.5052 0.1673
H 2.7073 -3.4391 1.4660 0.2517
H 0.5212 -4.2708 1.0257 -0.0260
H 1.1220 -5.4914 -0.0898 0.5843
H 1.5729 -3.8778 -1.7682 0.6034
H 3.1441 -2.4094 -1.9327 0.5678
H 4.2923 1.0536 1.8836 0.3706
H 2.0844 4.1391 -1.6199 0.5067
H 2.1000 2.4187 -1.9830 -0.5318
H 3.5958 3.3309 -1.8164 0.3801
H 2.8994 5.0619 0.2565 0.4282
H 3.3267 4.1605 1.6720 0.2756
H 4.4175 4.2087 0.2638 0.2633
H -0.8975 0.7833 -0.2349 0.2996
H -2.0659 -0.4044 0.2854 0.5742
H -2.8457 2.1127 0.3606 0.7172
H -2.1909 1.0531 2.9269 0.0366
C 4.0847 -4.3932 -5.1969 0.1282
Cl 3.9355 -5.1685 -3.6117 -0.1306
Cl 2.7944 -3.2168 -5.4929 -0.1331
H 5.0342 -3.8845 -5.2419 -0.3549
H 4.0339 -5.1594 -5.9603 0.4259
C 10.5489 2.2250 0.0367 -0.1133
Cl 10.6397 3.1581 1.5326 -0.1545
Cl 10.7917 3.2565 -1.3820 -0.1669
H 11.3275 1.4720 0.0523 0.2124
H 9.5734 1.7566 -0.0344 0.2023
C -2.0760 -6.4454 1.9244 -0.3503
Cl -1.7364 -6.1708 0.2148 -0.1105
Cl -0.6044 -6.8712 2.8103 -0.1367
H -2.4823 -5.5351 2.3491 0.2458
H -2.7879 -7.2566 2.0159 0.3525
C 0.3973 5.0736 3.4555 0.5922
Cl 0.6826 5.4529 1.7585 -0.1684
Cl 1.9075 5.0036 4.3798 -0.1992
H -0.2437 5.8303 3.8916 0.3710
H -0.0820 4.1075 3.4976 -0.6464
C 9.9308 -1.8344 -2.8127 0.1050
Cl 10.7919 -3.2834 -3.3386 -0.1458
Cl 11.0353 -0.5702 -2.2565 -0.1041
H 9.3603 -1.4482 -3.6486 -0.1286
H 9.2687 -2.1002 -1.9968 0.2836
C 4.2768 -8.2271 2.6841 0.1923
Cl 2.5497 -7.9029 2.8821 -0.1024
Cl 4.6631 -8.7255 1.0322 -0.1688
H 4.8271 -7.3214 2.9098 0.2912
H 4.5632 -9.0196 3.3646 -0.2327
C -6.0895 1.0922 0.0268 -0.0174
Cl -7.8465 1.1652 0.2082 -0.1606
Cl -5.6519 0.6849 -1.6421 -0.0589
H -5.6665 2.0578 0.2663 -0.0515
H -5.6907 0.3352 0.6913 0.2783
C -3.0925 0.1160 -4.4321 0.4514
Cl -1.6806 0.4345 -3.4217 -0.0228
Cl -2.7509 -1.0947 -5.6696 -0.1853
H -3.8916 -0.2528 -3.8002 -0.5256
H -3.3894 1.0418 -4.9082 0.2690
C -7.0085 2.8708 -4.8402 -0.3547
Cl -5.6847 1.7671 -5.2254 -0.0323
Cl -6.4900 4.1577 -3.7422 -0.1633
H -7.3698 3.3146 -5.7576 0.2551
H -7.7989 2.3061 -4.3599 0.2814
C 6.0599 -10.4352 5.9339 -0.2603
Cl 4.3351 -10.1056 6.1339 -0.1372
Cl 6.4422 -10.9347 4.2811 -0.1431
H 6.6147 -9.5328 6.1596 0.2537
H 6.3440 -11.2300 6.6124 0.2922
C 7.4519 -4.4049 -7.3351 -0.0789
Cl 7.2862 -5.1573 -5.7385 -0.1454
Cl 6.2303 -3.1531 -7.6006 -0.1084
H 8.4292 -3.9451 -7.4226 0.0558
H 7.3409 -5.1769 -8.0877 0.3348
C -1.1521 1.5512 4.7997 1.0585
Cl -2.0910 3.0211 4.4738 -0.1064
Cl -2.2113 0.1977 5.1924 -0.0165
H -0.5751 1.3073 3.9132 -1.1256
H -0.4945 1.7383 5.6418 0.3962
C 14.5254 3.7428 -0.8502 0.2583
Cl 15.1056 3.8225 0.8179 -0.1561
Cl 15.3530 2.4826 -1.7751 -0.1572
H 13.4665 3.5191 -0.8377 -0.2020
H 14.7060 4.6984 -1.3267 0.2724
C -9.5638 0.6763 -7.5390 -0.3206
Cl -9.4923 2.4446 -7.5254 -0.1503
Cl -7.9600 -0.0638 -7.5053 -0.1029
H -10.1165 0.3460 -6.6681 0.2655
H -10.0689 0.3645 -8.4448 0.3224
C 2.1379 1.0832 -5.6102 0.3071
Cl 1.4265 1.7490 -4.1322 -0.0793
Cl 2.6506 2.3563 -6.7229 -0.1919
H 3.0000 0.4900 -5.3412 -0.3018
H 1.3945 0.4670 -6.1029 0.3086
C -4.5567 -1.5789 8.1650 0.0033
Cl -6.3155 -1.5649 8.3457 -0.1710
Cl -4.0852 -2.0171 6.5232 -0.1130
H -4.1844 -0.5840 8.3804 -0.0156
H -4.1353 -2.2978 8.8566 0.3034
C -8.0765 -0.0980 5.5120 0.0066
Cl -9.8417 -0.0187 5.6248 -0.1688
Cl -7.5512 -0.5573 3.8916 -0.1130
H -7.6722 0.8808 5.7436 0.2458
H -7.7127 -0.8302 6.2218 0.0359
C -12.0685 2.2438 7.3904 0.2700
Cl -11.3637 3.4032 8.5212 -0.1564
Cl -13.5924 2.8370 6.7096 -0.1733
H -11.3681 2.0796 6.5811 -0.2516
H -12.2590 1.3154 7.9144 0.2982
C -11.1624 4.0776 3.8931 0.0410
Cl -10.8066 5.8037 3.7434 -0.1670
Cl -9.6864 3.1079 4.0196 -0.0758
H -11.7611 3.9243 4.7832 -0.0760
H -11.7084 3.7593 3.0135 0.3153
C 9.5458 -0.4394 -6.8299 0.2343
Cl 11.1898 -0.3192 -6.1948 -0.1373
Cl 9.4313 -1.8276 -7.9261 -0.1669
H 8.8437 -0.5654 -6.0140 -0.2441
H 9.3158 0.4607 -7.3865 0.3217
C -5.8839 -2.5191 -3.3789 -0.4122
Cl -5.6947 -2.0788 -5.0787 -0.1027
Cl -4.3216 -2.6982 -2.5576 0.0150
H -6.4473 -1.7355 -2.8863 0.1599
H -6.4115 -3.4626 -3.3112 0.3449
C -7.5959 7.8095 -3.5481 0.0635
Cl -7.0063 8.8874 -2.2774 -0.1569
Cl -9.2009 8.2853 -4.1184 -0.1646
H -6.9061 7.8444 -4.3823 0.2666
H -7.6533 6.8041 -3.1514 -0.0109
C -7.5730 5.5508 1.9550 -0.1178
Cl -6.6161 4.1190 1.5519 -0.0615
Cl -7.5516 6.7458 0.6521 -0.1240
H -8.5960 5.2433 2.1297 -0.0616
H -7.1585 6.0026 2.8477 0.3371
C -2.0637 3.9668 7.9932 -0.3826
Cl -0.4296 4.3050 7.4097 -0.1075
Cl -2.3792 2.2288 8.0903 -0.0910
H -2.1728 4.3946 8.9821 0.3722
H -2.7770 4.4073 7.3069 0.2080
```

***

Best to worst by energy: B, A.

***

A | Computed, not measured: a cluster of 2 separate species, CHNS2 in total, with ωB97M-V/def2-TZVPD.

Its LUMO energy (spin up / spin down) is -2.94 / -3.39 eV. The value obtained for the gap between HOMO and LUMO (spin up / spin down) is 7.46 / 6.61 eV. Its total charge is 0. The HOMO energy (spin up / spin down) is -10.40 / -10.00 eV.

XYZ file:
```
5
Properties=species:S:1:pos:R:3:nbo_charge:R:1
C 1.7893 -0.0034 -0.9602 0.2274
N 2.1768 -0.2116 -2.0052 -0.4884
S -1.4463 -0.6292 0.8245 0.0874
S 0.0080 0.6109 1.2455 0.0389
H -2.5279 0.2332 0.8954 0.1348
```

***

B | Computed, not measured: a cluster of 2 separate species, CHNS2 in total, with ωB97M-V/def2-TZVPD.

Its LUMO energy (spin up / spin down) is -4.52 / -4.50 eV. The value obtained for the gap between HOMO and LUMO (spin up / spin down) is 4.16 / 4.23 eV. Its total charge is 0. The HOMO energy (spin up / spin down) is -8.67 / -8.73 eV.

XYZ file:
```
5
Properties=species:S:1:pos:R:3:nbo_charge:R:1
C -0.7114 0.9918 0.8171 0.1160
N -0.2474 0.2590 0.0738 -0.4127
S 1.7027 -0.9817 -1.2482 0.1949
S -1.6723 1.7644 1.9278 -0.0140
H 0.9284 -2.0336 -1.5705 0.1158
```

***

Best to worst by energy: A, B.

***

A | Computed, not measured: a structure of composition C3H9N3O3P, with ωB97M-V/def2-TZVPD.

Its LUMO energy is 3.97 eV. The value obtained for the gap between HOMO and LUMO is 8.10 eV. Its total charge is -1. The HOMO energy is -4.13 eV.

XYZ file:
```
19
Properties=species:S:1:pos:R:3:nbo_charge:R:1
C -1.5471 -1.8664 -0.0744 1.0181
C 1.0566 0.1525 -1.9725 -0.6535
C 1.5207 -0.6668 -0.7344 -0.1946
N -0.8395 0.0868 2.4518 -1.1717
N -0.5360 2.1100 0.7726 -1.2210
N 0.8942 -0.3747 0.5963 -1.1517
O -1.9915 -2.5199 0.7907 -0.6249
O -1.3290 -1.9457 -1.2150 -0.6539
O -1.7907 -0.0440 0.0749 -1.0537
P -0.5252 0.3763 0.7935 2.2615
H 0.0427 -0.2771 -2.0788 0.2542
H 1.0901 1.2171 -1.6928 0.1897
H 1.8572 0.0759 -2.8870 0.1766
H 1.5174 -1.7213 -0.8611 0.1783
H 2.6087 -0.3187 -0.6669 0.1357
H -1.1990 0.8306 2.9938 0.3681
H -0.0076 -0.2415 2.8310 0.3803
H -1.1674 2.5178 0.1060 0.3814
H 0.3453 2.6090 0.7724 0.3812
```

***

B | Computed, not measured: a cluster of 2 separate species, C3H9N3O3P in total, with ωB97M-V/def2-TZVPD.

Its LUMO energy is 3.78 eV. The value obtained for the gap between HOMO and LUMO is 8.81 eV. Its total charge is -1. The HOMO energy is -5.03 eV.

XYZ file:
```
19
Properties=species:S:1:pos:R:3:nbo_charge:R:1
C 2.2350 -0.6752 -0.1232 0.5495
C 1.1938 1.4726 0.3567 0.0930
C -3.0313 0.9723 -0.3141 -1.0650
N 1.8376 -1.5275 0.9227 -0.8647
N 3.2178 -0.9528 -0.8933 -0.7105
N 1.5042 0.4878 -0.4341 -0.5385
O -0.9683 -0.4290 -1.4356 -0.9908
O -0.8530 0.5474 1.0244 -1.1905
O -2.0430 -1.5896 0.4877 -1.1858
P -1.6350 -0.2055 0.0655 2.3425
H 0.7171 2.4219 0.0671 0.1817
H 1.4901 1.4341 1.3826 0.1517
H -4.0945 0.6741 -0.5534 0.2188
H -2.8502 1.4156 -1.3307 0.2197
H 1.9462 -2.5420 0.7157 0.3773
H -3.0107 1.8987 0.2942 0.2196
H 3.5981 -1.8770 -0.4611 0.2991
H 0.9198 -1.4262 1.3443 0.4188
H -0.1734 -0.0996 -1.1155 0.4741
```

***

Best to worst by energy: B, A.